Entry 1:
Computed, not measured: a structure of composition C9H24CrF3N8O19S in a non-equilibrium geometry, with the ωB97M-V functional and the def2-TZVPD basis.

```
65
Properties=species:S:1:pos:R:3
Cr 3.06082 1.99236 2.11170
C -0.48388 -0.46670 0.74902
F -1.50950 -0.85114 -0.06235
F -0.93983 -0.22028 1.96056
F 0.35340 -1.53029 0.88462
S 0.45914 1.00524 -0.06786
O 1.02348 0.38805 -1.29407
O -0.54212 2.05779 -0.32317
O 1.45121 1.46458 0.95735
C 5.33209 -1.55387 0.40759
N 4.33208 -0.78278 1.21066
O 3.58155 -1.49788 1.92192
O 4.24107 0.43530 1.15471
H 6.27357 -1.01131 0.32182
H 4.88255 -1.65174 -0.58055
H 5.44841 -2.53823 0.86104
C -2.03868 -1.86873 4.29363
N -1.59887 -1.39515 5.60295
O -1.48984 -0.17533 5.78374
O -1.47998 -2.14095 6.56311
H -2.93771 -1.39147 3.90366
H -2.22176 -2.94322 4.28777
H -1.32268 -1.67317 3.49537
C -3.50534 2.77273 -1.77812
N -4.26598 3.79894 -2.48701
O -4.63921 3.64452 -3.63827
O -4.52684 4.83719 -1.86606
H -2.49197 2.64946 -2.16019
H -3.90129 1.75729 -1.76301
H -3.32876 3.09434 -0.75172
C 0.95383 4.36681 -2.20616
N 1.16967 5.82809 -2.28426
O 2.29606 6.21198 -2.41127
O 0.17718 6.52883 -2.43701
H 1.88059 3.83808 -2.42902
H 0.24563 4.23804 -3.02467
H 0.46249 4.15641 -1.25621
C -2.20453 2.78296 3.04492
N -3.47371 2.04175 3.19243
O -4.18569 1.86759 2.19385
O -3.81475 1.74668 4.33693
H -2.37577 3.85588 3.13229
H -1.67349 2.53097 2.12700
H -1.48647 2.42283 3.78168
C 2.18510 -2.00917 -3.19175
N 1.87521 -2.77153 -1.97276
O 0.79749 -3.34582 -1.86160
O 2.80642 -2.91527 -1.17982
H 1.39367 -2.11948 -3.93307
H 3.07944 -2.39640 -3.67994
H 2.24255 -0.93228 -3.03331
C -1.35736 -0.40584 -3.47235
N -1.69872 -1.79313 -3.37664
O -1.21430 -2.44174 -4.25997
O -2.39125 -2.27075 -2.47379
H -0.28304 -0.41556 -3.65631
H -1.51501 0.20666 -2.58460
H -1.99146 -0.04508 -4.28221
C 1.44817 -4.34464 1.23914
N 1.72357 -5.78155 0.80074
O 2.92149 -6.18309 0.72349
O 0.76342 -6.54259 0.67407
H 2.35099 -3.73529 1.28064
H 0.98900 -4.41397 2.22527
H 0.68845 -3.96591 0.55541
```

Values from the calculation:
- electronic energy (eV) = -107920.6792
- 2S+1 = 5
- expectation value of S² = 6.015
- HOMO level (alpha / beta) (eV) = -12.533 / -12.533
- net charge = +1
- HOMO-LUMO gap (alpha / beta) (eV) = 3.6153 / 4.8639

***

Entry 2:
Computed, not measured: a structure of composition C9H24IO3Zn in a non-equilibrium geometry, with the ωB97M-V functional and the def2-TZVPD basis.

```
38
Properties=species:S:1:pos:R:3
Zn -23.57825 10.16322 12.05334
I -25.20335 10.19551 9.58568
C -24.61063 5.07933 8.31672
C -25.45005 5.66760 9.41985
C -25.77587 4.77479 10.65547
O -24.72439 6.76384 9.98877
H -24.84952 4.04283 8.07861
H -23.58055 5.20511 8.65023
H -24.78691 5.54928 7.34915
H -26.35111 6.04542 8.93670
H -26.46839 5.27847 11.32988
H -24.89057 4.58000 11.26076
H -26.24145 3.82292 10.39994
H -24.83371 7.48351 9.36290
C -29.50909 9.10509 10.16334
C -29.07984 8.18247 11.30172
C -29.17912 6.68892 10.92540
O -27.71594 8.47371 11.61017
H -29.34470 8.85099 9.11619
H -29.03516 10.07043 10.34116
H -30.57673 9.32471 10.16730
H -29.74596 8.35841 12.14637
H -28.59608 6.07289 11.61000
H -28.63963 6.47406 10.00296
H -30.16258 6.22110 10.97115
H -27.30351 8.46520 10.74331
C -27.93583 10.55732 4.67668
C -27.57518 9.99551 6.03575
C -28.09924 8.60649 6.27460
O -26.15093 9.96343 6.08276
H -27.36723 10.06143 3.88998
H -27.83591 11.63371 4.53703
H -28.97813 10.29326 4.49786
H -27.97140 10.56370 6.87734
H -27.80160 7.78697 5.62046
H -29.17526 8.69960 6.12765
H -27.88749 8.18740 7.25829
H -25.91781 9.90225 7.01202
```

Values from the calculation:
- electronic energy (eV) = -72372.9299
- ΔE to the lowest compared entry with this formula, charge and spin (kcal per mole) = 71.24
- 2S+1 = 1
- HOMO level (eV) = -12.840
- net charge = +1
- HOMO-LUMO gap (eV) = 3.9337